{"formula": "C3H10NP2", "method": "ωB97M-V/def2-TZVPD", "de_lowest_ev": 2.108, "energy_ev": -23331.076, "charge": 1, "e_homo_ev": [-14.15, -14.15], "lumo_ha": [-0.2330, -0.2330], "fmax_ev_per_a": 2.931, "symbols": ["C", "C", "C", "N", "P", "P", "H", "H", "H", "H", "H", "H", "H", "H", "H", "H"], "xyz": [[1.714551, -0.448070, -1.534854], [-0.544173, 0.703068, 0.676035], [-1.052076, -0.639264, 1.210411], [0.904012, 0.859598, 0.841795], [0.058008, -0.649353, -2.034891], [-0.838021, 1.168426, -1.094982], [2.442624, -1.251619, -1.563303], [2.041862, 0.465745, -1.949021], [-1.217590, 1.514477, 1.140814], [-2.010972, -1.045897, 0.747345], [-1.272781, -0.557721, 2.273128], [-0.396649, -1.425504, 1.220107], [1.144653, 0.600290, 1.806962], [1.362429, 1.761257, 0.672944], [-0.222508, -1.821446, -1.246716], [-2.113370, 0.766012, -1.165775]], "forces_ev_per_a": [[-2.0847, -0.4978, -1.9129], [-0.2524, 0.8428, -0.2812], [-2.7416, 1.0162, 0.2076], [0.0635, -0.4695, 1.2899], [1.0385, -0.7588, 1.9208], [1.5545, 0.2922, -0.2583], [-0.0518, -0.0873, 0.8392], [0.9568, 1.3166, 0.3261], [1.1348, -0.6998, -0.3327], [1.1581, 0.9372, 0.3444], [-0.2193, 0.3894, 0.1425], [2.1840, -1.7813, -0.6482], [0.1721, -0.0800, -0.5948], [-0.8642, -0.1719, -0.0953], [-0.2860, 0.3853, -0.6405], [-1.7622, -0.6332, -0.3065]]}

***

{"formula": "C3H7N3S", "method": "ωB97M-V/def2-TZVPD", "de_lowest_ev": 5.261, "energy_ev": -18525.209, "e_homo_ev": [-7.84, -7.84], "lumo_ha": [0.0106, 0.0106], "fmax_ev_per_a": 4.121, "symbols": ["C", "C", "C", "N", "N", "N", "S", "H", "H", "H", "H", "H", "H", "H"], "xyz": [[-0.152814, -1.789072, -0.693027], [0.085004, 0.506462, 0.570130], [1.300892, 1.444540, 0.251077], [0.504779, -1.746578, 0.419597], [0.758084, -0.815156, 1.095981], [-0.905016, 0.302677, -0.409127], [-2.431925, -0.030205, 0.133005], [0.366796, -1.760566, -1.608196], [-1.065586, -2.302502, -0.842632], [-0.396608, 0.999366, 1.370091], [1.269006, 2.152219, -0.549928], [2.140540, 0.801258, 0.118386], [1.472734, 1.923115, 1.197162], [-2.945890, 0.314439, -1.052517]], "forces_ev_per_a": [[-2.2269, 2.3255, -2.1488], [-0.6558, 1.2978, -1.5087], [-0.4893, -1.5461, 0.7214], [0.9912, -1.7795, 0.5728], [0.4295, 1.8358, 2.0962], [3.2234, -2.2309, -1.2724], [-1.2181, 0.1539, 0.3512], [1.2421, 0.1300, -0.7707], [-0.9542, -0.5885, 0.7244], [-0.4254, -0.1569, 1.7088], [-0.6474, 0.2335, -0.4639], [0.9395, -0.2969, -0.4099], [0.2995, 0.6316, 0.2487], [-0.5081, -0.0093, 0.1509]]}

***

{"formula": "C2H3NO2S", "method": "ωB97M-V/def2-TZVPD", "de_lowest_ev": 4.378, "energy_ev": -18539.075, "e_homo_ev": -8.53, "lumo_ha": -0.0162, "fmax_ev_per_a": 3.451, "symbols": ["O", "N", "C", "O", "C", "S", "H", "H", "H"], "xyz": [[-2.951823, -0.663547, -1.097353], [-3.106261, -0.219323, -0.005952], [-1.485383, 0.520237, 0.364529], [-1.629118, 1.583006, 0.875399], [-0.279506, -0.194278, -0.160744], [0.789822, -1.051847, 1.044043], [0.090149, 0.710457, -0.676982], [-0.656002, -0.898316, -0.907062], [-0.131721, -2.103322, 1.194111]], "forces_ev_per_a": [[-0.9271, -0.1286, 0.5749], [2.9521, 0.3790, -0.9083], [-3.0240, -0.0980, 1.6608], [0.7091, -0.6486, -0.3866], [-1.0118, 0.7404, -0.7180], [-1.3620, -0.5219, -0.1909], [1.2600, -0.8826, 0.0681], [0.3391, 0.1016, -0.0226], [1.0646, 1.0587, -0.0774]]}

***

Please write out number 2 again, unchanged.
{"formula": "C3H7N3S", "method": "ωB97M-V/def2-TZVPD", "de_lowest_ev": 5.261, "energy_ev": -18525.209, "e_homo_ev": [-7.84, -7.84], "lumo_ha": [0.0106, 0.0106], "fmax_ev_per_a": 4.121, "symbols": ["C", "C", "C", "N", "N", "N", "S", "H", "H", "H", "H", "H", "H", "H"], "xyz": [[-0.152814, -1.789072, -0.693027], [0.085004, 0.506462, 0.570130], [1.300892, 1.444540, 0.251077], [0.504779, -1.746578, 0.419597], [0.758084, -0.815156, 1.095981], [-0.905016, 0.302677, -0.409127], [-2.431925, -0.030205, 0.133005], [0.366796, -1.760566, -1.608196], [-1.065586, -2.302502, -0.842632], [-0.396608, 0.999366, 1.370091], [1.269006, 2.152219, -0.549928], [2.140540, 0.801258, 0.118386], [1.472734, 1.923115, 1.197162], [-2.945890, 0.314439, -1.052517]], "forces_ev_per_a": [[-2.2269, 2.3255, -2.1488], [-0.6558, 1.2978, -1.5087], [-0.4893, -1.5461, 0.7214], [0.9912, -1.7795, 0.5728], [0.4295, 1.8358, 2.0962], [3.2234, -2.2309, -1.2724], [-1.2181, 0.1539, 0.3512], [1.2421, 0.1300, -0.7707], [-0.9542, -0.5885, 0.7244], [-0.4254, -0.1569, 1.7088], [-0.6474, 0.2335, -0.4639], [0.9395, -0.2969, -0.4099], [0.2995, 0.6316, 0.2487], [-0.5081, -0.0093, 0.1509]]}